30
Properties=species:S:1:pos:R:3:forces:R:3 method="wB97M-V/def2-TZVPD" mol_weight_g_mol=271.23 spin_multiplicity=1 e_tot_ev=-41375.303 homo_lumo_gap_ev=7.68
C 4.31412 -0.04569 1.25284 -0.2 -0.1 -0.4
C 2.86195 -0.76529 1.51002 -3.8 1.8 5.1
O 2.15939 -0.36744 2.58913 4.5 -2.7 -6.8
O 2.24351 -1.80613 0.66478 1.4 3.2 0.7
C 1.89179 -1.29166 -0.66954 -0.3 0.4 -1.8
C 1.27727 0.22817 -0.68011 -0.5 0.0 -0.6
C 0.16819 0.48693 -1.90504 1.5 0.1 0.4
C -0.80125 1.69854 -1.37848 2.2 0.4 -0.8
P -2.38760 1.14335 -0.47581 0.0 1.5 -1.6
O -2.20469 1.79790 1.16554 0.7 -1.3 -0.4
N -3.29561 2.57995 1.38435 -1.7 0.1 -4.7
O -3.87156 2.71307 0.28936 0.2 1.6 4.8
S -2.56284 -0.98375 -0.30403 1.4 -6.5 -1.2
C -3.66176 -1.38180 1.20794 -0.3 -0.7 1.2
O -3.35550 -1.47206 -1.56233 2.5 2.4 3.9
O -1.23698 -1.74277 -0.06003 -3.6 2.3 -0.6
H 4.45606 0.15163 0.10699 -0.2 -0.6 2.2
H 5.21134 -0.71118 1.67017 -2.2 1.3 -1.0
H 4.32465 1.00403 1.80280 -0.3 -2.5 -1.1
H 2.84719 -1.28306 -1.36323 -1.7 -0.1 1.4
H 1.10881 -2.03739 -1.17541 1.7 1.6 1.6
H 2.18246 0.95590 -0.92228 -2.0 -1.2 0.9
H 0.70033 0.52951 0.31087 1.6 -0.9 -1.8
H -0.39069 -0.50522 -2.19628 1.0 2.1 0.6
H 0.82161 0.88148 -2.82218 -1.8 -0.9 1.8
H -0.12795 2.39926 -0.68548 -1.6 -1.6 -1.3
H -1.05585 2.36916 -2.32797 -0.2 -1.5 2.2
H -4.18844 -0.43331 1.64657 1.1 -1.8 -0.9
H -4.46571 -2.19541 0.91280 1.7 1.9 0.1
H -2.96225 -1.91674 2.01405 -1.3 1.6 -1.9